Record 1
Here is a 3-piece molecular cluster, C6H14O3 overall from the OMol25 dataset. Energies are from ωB97M-V/def2-TZVPD.

Output
gap between HOMO and LUMO (spin up / spin down) = 6.644 / 7.173 eV
highest occupied orbital energy (spin up / spin down) = -6.24 / -6.60 eV

Structure (XYZ):
```
23
C6H14O3 ωB97M-V/def2-TZVPD
H -0.29538 0.48717 -2.15693
C -0.85278 0.83470 -1.28347
H -0.86244 -2.08964 0.60500
H 0.13978 -0.31265 1.86012
C -0.55328 -0.08604 -0.14227
H 2.68078 -1.40781 -1.49358
H -1.91507 0.79946 -1.53646
H -0.28843 -1.95402 -1.06731
H 0.26097 1.40408 1.15583
H -2.02658 0.76530 2.58045
C -0.95392 -1.51734 -0.31744
H -1.97535 -1.59696 -0.69461
H 3.09518 1.11139 -1.00131
O 2.30649 1.13250 -0.42451
H -2.38983 1.71734 1.08344
C -0.09568 0.38779 1.07098
H -2.85549 -0.03051 1.19683
C -2.15561 0.74268 1.50104
H 2.92148 -0.30073 1.30517
H -0.56163 1.86131 -1.06875
O 2.67388 -0.90564 0.59544
O 1.87097 -0.86570 -1.48961
C 1.83195 -0.17668 -0.27809
```

---

Record 2
Here is C20H23ClPSYb as an isolated structure from the OMol25 dataset. Energies are from ωB97M-V/def2-TZVPD.

Output
spin multiplicity = 2
gap between HOMO and LUMO (spin up / spin down) = 7.730 / 6.529 eV
highest occupied orbital energy (spin up / spin down) = -15.26 / -15.32 eV
net charge = +2
<S²> = 0.752

Structure (XYZ):
```
47
C20H23ClPSYb ωB97M-V/def2-TZVPD
H -2.24983 3.38786 0.80990
C 3.05515 -1.74862 2.34341
H 6.52590 2.49757 -0.13781
H -0.31919 -1.33023 2.53633
C -2.87320 -4.15923 -1.18140
C 0.99054 0.13505 -3.82727
C -1.42442 -1.85650 -0.51352
H 6.31293 2.87328 -0.74302
S -0.91031 2.34720 2.52274
C -0.09502 0.37436 -1.67279
H 3.89691 -2.11024 2.92737
H 2.35926 -0.33363 -0.66826
C 1.76335 -1.79566 2.87357
C -1.64948 3.77085 1.65954
C -1.62617 -4.26950 -0.56403
H -0.86250 4.41126 1.20912
C 3.26301 -1.22081 1.07048
C 2.18497 -0.75755 0.31451
H -0.62153 3.12595 -3.61358
H 0.78821 1.80313 -5.17792
H 1.58381 -0.45506 -4.52027
C -0.56917 1.63217 -2.06501
H -0.60053 4.06420 4.23914
H 0.61318 2.76726 4.32850
P -0.62352 -0.27555 -0.04350
C 0.88801 -0.81713 0.83120
Cl -4.37871 1.08400 1.82595
C -2.67865 -1.75288 -1.14118
H -3.43407 -5.05368 -1.43712
C 0.53938 1.40419 -4.19846
C -3.39896 -2.89853 -1.46969
C -0.24863 2.14843 -3.32022
H -2.33922 4.32329 2.33101
H -1.21444 -5.25004 -0.34146
H 0.99497 -1.38237 -2.30189
H 1.59651 -2.19061 3.87185
H 0.06168 -3.21599 0.26099
H -3.08275 -0.76801 -1.37066
H 4.26858 -1.16095 0.66345
C 0.66903 -0.38210 -2.57368
Yb -2.25265 0.69389 1.01804
C 0.06285 3.42220 3.62264
C 0.68864 -1.32431 2.12624
C -0.90381 -3.12499 -0.22674
H 0.82612 3.98920 3.04942
H -4.37009 -2.80697 -1.94752
H -1.20611 2.18579 -1.37837
```

---

Record 3
Here is C29H41BCoN8O6 as an isolated structure from the OMol25 dataset. Energies are from ωB97M-V/def2-TZVPD.

Output
spin multiplicity = 2
gap between HOMO and LUMO (spin up / spin down) = 8.202 / 8.175 eV
highest occupied orbital energy (spin up / spin down) = -7.60 / -7.61 eV
<S²> = 0.783

Structure (XYZ):
```
86
C29H41BCoN8O6 ωB97M-V/def2-TZVPD
H -6.19054 0.53609 -0.40709
C 4.05125 -1.64115 -1.72894
H -5.36829 4.49406 0.02511
C -3.07642 0.43586 1.32318
C -0.21945 3.47799 0.85767
C 1.64245 1.14262 -1.06660
H -2.40219 1.34642 -1.87411
H -0.27065 4.04678 1.78544
C 3.90398 1.18852 2.64077
H -0.17420 -4.37876 -1.24743
C -5.24283 1.79209 -1.87764
H 3.97823 -0.83921 -3.70947
C 1.68649 -2.96266 4.04510
H 2.38354 3.34007 1.94466
C -3.14338 1.22048 0.11306
H 2.62890 0.85437 -0.69514
H 6.26524 -1.66902 -1.56223
H -6.85539 0.36224 -2.03443
N 1.31957 -3.12767 0.43696
O -0.06641 1.20077 1.84396
H -2.21372 -1.74356 -3.23071
H -1.23710 -5.06143 -0.01860
H -7.25797 1.77970 -1.06379
H 6.42281 -0.48739 1.53319
H 2.65077 -1.92663 -3.33202
H -4.48369 1.06220 -2.14444
C 0.52220 -4.30776 2.14500
N 1.82050 -2.60355 1.59999
H -0.26973 1.29404 -2.60560
H -4.56512 4.65206 -2.93424
C 1.96997 2.38814 1.65405
H -5.49674 2.32320 -2.79856
N 1.95859 0.02041 1.59281
C -4.62714 5.05312 -1.92135
Co 1.21438 -1.81221 -0.96254
H -0.00634 -5.04913 2.71789
H -1.36850 -2.08562 0.09590
H -6.38551 3.95248 -1.30742
N 3.69142 -1.46745 0.40874
O -2.00147 -0.80277 -3.15731
C -2.27678 -0.63230 1.39987
H 0.25819 -0.00205 -3.70841
N -4.70693 2.78705 -0.95305
O 1.25578 0.05035 -1.92690
C 5.99639 -1.48111 1.39283
O -0.39513 -1.94340 -2.00885
H 4.26333 -2.57806 -3.63747
H -5.14495 6.01125 -1.97113
C -1.37635 -1.01288 0.28666
H -1.22909 3.21150 0.54930
C -0.19379 -4.91201 -0.29706
C -5.35033 4.09646 -0.98842
H 6.82028 -2.16213 1.18229
C 0.05157 0.25492 -2.66916
H 1.40918 -1.93343 4.27329
B 2.72821 -1.32014 1.63627
N 0.63787 1.26416 -0.06033
C 3.71723 -1.75497 -3.17713
H -3.68380 0.73105 2.16828
C -2.40440 0.80962 -0.93555
H 0.25287 -5.89652 -0.44420
C -3.89500 2.50324 0.10725
H 3.84247 0.61947 3.56766
H 0.24545 4.11445 0.10142
C 5.29593 -1.60725 -1.10022
O 0.07104 -0.90269 0.72909
C 0.53084 -4.14771 0.75632
C -6.46206 1.07839 -1.31319
C 5.02858 -1.50948 0.25657
H 4.67851 0.73009 2.03138
H 1.15354 -3.62425 4.72519
H 2.75566 -3.06454 4.22789
C 0.60498 2.25000 1.05418
C 2.58357 1.22391 1.94103
H 4.20699 2.20814 2.87062
H -2.21484 -1.23498 2.29457
H 1.72276 2.06522 -1.64622
C -0.99358 -0.75583 -2.17223
H 5.52564 -1.78244 2.32360
H 3.40854 -1.38450 2.62189
C 1.34053 -3.30413 2.63668
C 0.64835 0.28967 1.02136
O -3.75556 3.28625 1.03809
N -1.62901 -0.30949 -0.90530
N 3.10313 -1.55681 -0.79969
H -3.61339 5.23014 -1.56293
```

---

We obtain max |F| values of 4.097, 13.198, 1.339 eV Å⁻¹ for the records listed above, in that order.
We obtain DFT total energy values of -462.54756, -3133.64891, -3426.86532 Ha for the records listed above, in that order.